{"formula": "C70H54N4O8P2RuS2", "method": "ωB97M-V/def2-TZVPD", "elements": ["Ru", "C", "C", "N", "N", "C", "S", "S", "C", "C", "C", "C", "C", "C", "C", "C", "C", "C", "C", "C", "C", "O", "H", "H", "H", "H", "H", "H", "H", "H", "H", "H", "H", "H", "H", "H", "C", "C", "C", "C", "C", "C", "C", "C", "P", "C", "C", "C", "C", "C", "C", "C", "C", "C", "C", "C", "C", "C", "O", "C", "C", "C", "C", "C", "C", "P", "C", "C", "C", "C", "C", "C", "C", "C", "C", "C", "C", "C", "H", "H", "H", "H", "H", "H", "H", "H", "H", "H", "H", "H", "H", "H", "H", "H", "H", "H", "H", "H", "H", "H", "H", "H", "H", "H", "H", "H", "H", "H", "H", "H", "C", "C", "C", "C", "C", "C", "C", "C", "H", "H", "H", "H", "H", "O", "C", "O", "C", "C", "C", "C", "C", "C", "N", "O", "O", "N", "O", "O", "H", "H", "H"], "coordinates": [[0.1582, -0.4766, -0.0412], [2.6061, -4.2458, 0.2493], [2.0830, -2.9034, -0.2055], [1.0724, -2.3731, 0.4219], [0.6200, -3.1013, 1.4927], [-0.5278, -2.8447, 2.0081], [-1.7021, -1.7005, 1.5620], [-0.9463, -3.8786, 3.4087], [-0.7226, -5.5350, 2.6496], [-1.5738, -5.7219, 1.4319], [-1.0088, -5.6286, 0.1652], [-1.7936, -5.7633, -0.9701], [-3.1559, -5.9868, -0.8503], [-3.7321, -6.0652, 0.4115], [-2.9455, -5.9315, 1.5439], [2.7891, -2.2724, -1.3163], [3.5361, -3.0909, -2.1835], [4.3873, -2.5786, -3.1363], [4.5464, -1.1931, -3.2274], [3.8081, -0.3635, -2.4217], [2.8678, -0.8653, -1.4923], [2.1868, -0.0102, -0.7925], [2.4224, -4.3622, 1.3119], [3.6737, -4.3164, 0.0537], [2.0993, -5.0593, -0.2767], [-0.9965, -6.2210, 3.4516], [0.3346, -5.6427, 2.4149], [0.0540, -5.4409, 0.0710], [-1.3423, -5.6803, -1.9506], [-3.7682, -6.0842, -1.7374], [-4.7993, -6.2225, 0.5108], [-3.3943, -5.9773, 2.5304], [3.4156, -4.1650, -2.1168], [4.9374, -3.2448, -3.7893], [5.2383, -0.7740, -3.9493], [3.8860, 0.7149, -2.5007], [3.0306, 5.9931, -1.3969], [2.0460, 5.3436, -0.4120], [1.5270, 6.4033, 0.5799], [2.7419, 4.2420, 0.3788], [3.8972, 4.5246, 1.0982], [4.5109, 3.5675, 1.8866], [3.9318, 2.3142, 2.0101], [2.7643, 1.9948, 1.3269], [1.8889, 0.4205, 1.6984], [3.3105, -0.7227, 1.9561], [4.4395, -0.6598, 1.1387], [5.4401, -1.6155, 1.2295], [5.3363, -2.6490, 2.1494], [4.2269, -2.7144, 2.9797], [3.2198, -1.7651, 2.8800], [1.3964, 0.7422, 3.4519], [1.7399, 1.8724, 4.1892], [1.2904, 2.0289, 5.4959], [0.5025, 1.0568, 6.0900], [0.1547, -0.0767, 5.3669], [0.5867, -0.2168, 4.0584], [2.2133, 2.9562, 0.4749], [1.1440, 2.5613, -0.2520], [0.5066, 3.4393, -1.0706], [-0.5357, 2.8846, -1.8167], [-1.3066, 3.7124, -2.6087], [-1.0045, 5.0675, -2.6938], [0.0813, 5.5777, -2.0079], [0.8623, 4.7734, -1.1788], [-0.7434, 1.0679, -1.7442], [0.4201, 0.6481, -3.1501], [0.6133, -0.6863, -3.5273], [1.4278, -1.0240, -4.5961], [2.0991, -0.0390, -5.3058], [1.9452, 1.2836, -4.9293], [1.1097, 1.6235, -3.8701], [-2.3580, 0.8377, -2.6088], [-2.4342, 0.3803, -3.9239], [-3.6637, 0.2215, -4.5507], [-4.8385, 0.5265, -3.8845], [-4.7741, 0.9881, -2.5784], [-3.5496, 1.1399, -1.9452], [3.8640, 6.4567, -0.8667], [2.5344, 6.7690, -1.9813], [3.4309, 5.2457, -2.0835], [2.3487, 6.8307, 1.1585], [0.8152, 5.9517, 1.2725], [1.0217, 7.2112, 0.0472], [4.3272, 5.5176, 1.0452], [5.4159, 3.8072, 2.4304], [4.3810, 1.5750, 2.6603], [4.5369, 0.1425, 0.4197], [6.2991, -1.5596, 0.5713], [6.1160, -3.3978, 2.2221], [4.1356, -3.5145, 3.7045], [2.3583, -1.8449, 3.5274], [2.3519, 2.6500, 3.7561], [1.5589, 2.9211, 6.0494], [0.1482, 1.1861, 7.1061], [-0.4828, -0.8337, 5.8025], [0.2661, -1.0762, 3.4880], [-2.1355, 3.2992, -3.1689], [-1.6086, 5.7223, -3.3091], [0.3219, 6.6293, -2.1104], [0.0980, -1.4718, -2.9919], [1.5487, -2.0668, -4.8649], [2.7522, -0.3047, -6.1288], [2.4711, 2.0657, -5.4650], [0.9943, 2.6701, -3.6254], [-1.5380, 0.1424, -4.4754], [-3.6980, -0.1493, -5.5681], [-5.7947, 0.3971, -4.3771], [-5.6836, 1.2335, -2.0429], [-3.5118, 1.5032, -0.9291], [-1.1402, -1.5516, -1.1097], [-1.9454, -2.1842, -1.7633], [-2.9364, -2.8277, -2.5657], [-2.6064, -3.4527, -3.7726], [-3.5916, -4.0246, -4.5626], [-4.9225, -3.9814, -4.1664], [-5.2594, -3.3702, -2.9648], [-4.2788, -2.8020, -2.1684], [-1.5699, -3.4753, -4.0873], [-3.3211, -4.5015, -5.4976], [-5.6912, -4.4223, -4.7895], [-6.2949, -3.3385, -2.6458], [-4.5312, -2.3254, -1.2299], [-2.2068, 2.3271, 0.3101], [-1.8027, 1.8523, 1.3806], [-0.8011, 1.1162, 1.5831], [-2.5957, 2.2271, 2.6228], [-2.8140, 1.2686, 3.6066], [-3.6323, 1.5872, 4.6823], [-4.1908, 2.8422, 4.8288], [-3.9129, 3.7900, 3.8660], [-3.1427, 3.4910, 2.7497], [-4.4494, 5.1389, 4.0303], [-4.1389, 5.9786, 3.2098], [-5.1773, 5.3546, 4.9799], [-3.9232, 0.5808, 5.7037], [-4.8232, 0.8162, 6.4903], [-3.2610, -0.4331, 5.7088], [-2.3910, 0.2759, 3.5114], [-4.8190, 3.0723, 5.6747], [-2.9825, 4.2458, 1.9932]], "forces_ev_per_a": [[-0.6, -1.1, 1.6], [0.1, 0.1, 0.0], [-0.4, -0.2, 0.4], [0.0, 0.6, -0.4], [0.3, -0.5, 0.4], [-0.3, 0.0, -0.2], [1.1, 0.8, -0.4], [-0.2, -0.1, -0.1], [0.2, 0.4, 0.1], [0.0, 0.0, 0.0], [0.0, -0.1, 0.0], [0.0, 0.0, 0.0], [0.0, 0.0, 0.0], [0.0, 0.0, 0.0], [0.0, 0.0, 0.0], [0.2, 0.3, -0.3], [-0.2, 0.0, 0.0], [0.1, 0.0, -0.1], [0.0, -0.1, 0.1], [0.0, 0.1, 0.0], [0.2, -0.3, -0.1], [-1.2, 0.0, -0.3], [0.0, 0.0, 0.0], [0.0, 0.0, 0.0], [0.0, 0.0, 0.0], [0.0, -0.1, 0.0], [0.0, -0.1, 0.0], [-0.1, 0.0, 0.0], [0.0, 0.0, 0.0], [0.0, 0.0, 0.0], [0.0, 0.0, 0.0], [0.0, 0.0, 0.0], [0.1, 0.0, 0.0], [0.0, 0.0, 0.0], [0.0, 0.0, 0.0], [0.0, 0.0, 0.0], [0.0, 0.0, 0.0], [-0.1, 0.0, 0.0], [0.0, 0.0, 0.0], [-0.1, 0.1, -0.1], [0.0, 0.0, 0.0], [0.0, 0.0, 0.0], [0.0, 0.1, -0.1], [0.0, -0.2, 0.0], [0.1, 0.2, 0.4], [0.0, -0.1, -0.1], [0.0, 0.0, 0.0], [0.1, -0.1, 0.0], [0.0, 0.0, 0.0], [0.0, 0.0, 0.0], [0.0, 0.1, 0.0], [0.0, 0.0, 0.0], [-0.1, 0.0, 0.0], [0.0, 0.0, 0.0], [0.0, 0.0, 0.0], [0.0, 0.1, 0.0], [0.0, 0.0, 0.0], [0.2, 0.0, 0.0], [0.0, 0.1, 0.1], [-0.2, 0.1, -0.2], [0.0, -0.1, 0.4], [0.0, 0.0, 0.0], [0.0, 0.0, -0.1], [0.0, 0.0, 0.0], [0.1, 0.0, 0.1], [0.7, -0.4, -0.6], [0.0, 0.0, 0.0], [0.0, 0.0, -0.1], [-0.1, 0.0, -0.1], [0.0, 0.0, 0.0], [0.0, 0.0, 0.0], [-0.1, 0.0, 0.0], [-0.2, 0.0, 0.2], [0.0, 0.1, 0.0], [0.0, 0.0, 0.0], [0.0, 0.0, 0.0], [0.0, 0.0, 0.0], [0.0, -0.1, 0.1], [0.0, 0.0, 0.0], [0.0, 0.0, 0.0], [0.0, 0.0, 0.0], [0.0, 0.0, 0.0], [0.0, 0.0, 0.0], [0.0, 0.0, 0.0], [0.0, 0.0, 0.0], [0.0, 0.0, 0.0], [0.0, 0.0, 0.0], [0.0, 0.0, 0.0], [0.0, 0.0, 0.0], [0.0, 0.0, 0.0], [0.0, 0.0, 0.0], [0.0, 0.0, 0.0], [0.0, 0.0, 0.0], [0.0, 0.0, 0.0], [0.0, 0.0, 0.0], [0.0, 0.0, 0.0], [0.0, 0.0, 0.0], [0.0, 0.0, 0.0], [0.0, 0.0, 0.0], [0.0, 0.0, 0.0], [0.0, 0.0, 0.0], [0.0, 0.0, 0.0], [0.0, 0.0, 0.0], [0.0, 0.0, 0.0], [0.0, 0.0, 0.0], [0.0, 0.0, 0.0], [0.0, 0.0, 0.0], [0.0, 0.0, 0.0], [0.0, 0.0, 0.0], [0.0, 0.0, -0.1], [0.4, -0.1, -0.8], [0.2, 0.0, 0.0], [-0.1, 0.1, 0.1], [0.0, 0.0, 0.0], [0.0, 0.0, 0.0], [0.0, 0.0, 0.0], [0.0, 0.0, 0.0], [0.0, 0.0, -0.1], [0.0, 0.0, 0.0], [0.0, 0.0, 0.0], [0.0, 0.0, 0.0], [0.0, 0.0, 0.0], [0.0, 0.0, 0.0], [0.0, 0.0, 0.0], [0.5, 0.2, 0.2], [-0.5, 0.3, -0.1], [0.0, -0.3, 0.0], [-0.1, -0.1, 0.2], [0.2, 0.3, -0.5], [-0.2, 0.1, 0.3], [0.3, -0.5, -0.2], [-0.2, 0.3, 0.1], [-0.2, 0.3, 0.0], [0.1, 0.0, -0.1], [0.0, -0.1, 0.1], [-0.2, -0.2, 0.2], [0.0, 0.1, 0.0], [0.1, -0.1, -0.1], [0.1, 0.0, 0.0], [0.0, 0.0, 0.0], [0.0, -0.1, -0.1]], "mulliken_charge": [0.20, -2.52, 0.60, 1.60, -1.25, 0.11, -0.30, -0.18, -1.33, 0.27, 0.56, -0.44, -0.25, -0.76, -0.37, -0.15, -0.99, -1.27, -0.83, -0.74, 0.77, 0.58, 0.38, 0.72, 0.41, 0.58, 0.30, -0.02, 0.38, 0.33, 0.39, 0.39, 0.45, 0.37, 0.44, 0.42, -1.93, 1.53, -1.83, 1.03, -0.22, -1.56, 0.06, -0.44, 4.06, 0.17, -0.50, -0.75, -0.77, -0.75, -0.32, 0.98, -1.29, -0.85, -0.83, -1.01, 0.25, -1.71, 1.06, -0.95, -0.10, -0.35, -1.96, 0.12, 1.02, 3.08, 0.43, 0.07, -0.52, -0.98, -0.91, -0.59, 0.47, -0.55, -0.61, -0.67, -0.82, -0.27, 0.42, 0.39, 0.40, 0.41, 0.37, 0.41, 0.38, 0.37, 0.63, 0.39, 0.41, 0.36, 0.46, 0.14, 0.28, 0.45, 0.39, 0.46, -0.62, 0.49, 0.37, 0.41, -0.38, 0.48, 0.34, 0.37, 0.29, 0.41, 0.38, 0.33, 0.44, 0.40, -0.81, -0.27, 1.44, -0.38, -0.87, -0.53, -1.06, -0.18, 0.56, 0.41, 0.40, 0.43, 0.61, -0.86, -0.70, 0.76, 0.16, 0.16, -0.40, -0.38, -0.66, -0.06, 1.08, -0.63, -0.64, 1.07, -0.66, -0.59, 0.31, 0.61, 0.72], "total_energy_ev": -138634.6047, "charge": -1, "multiplicity": 2}